DFT (ωB97M-V with the def2-TZVPD basis set) results for a 6-piece molecular cluster, C14H36F6N6O15S6 overall in a non-equilibrium geometry.

For the energy, the calculation gives -5000.015286 Ha. For the max |F|, the calculation gives 0.2124 Eh/bohr. As for the orbital gap: 7.185 eV. The HOMO energy comes out at -8.743 eV.

Each line ends with the Löwdin charge.
CARTESIAN COORDINATES (ANGSTROEM)
C (1.2035, 7.1732, 6.1831)  -0.05
C (2.6039, 6.5065, 6.4677)  -0.11
N (3.1182, 5.5380, 5.3382)  -0.21
C (4.4697, 4.8748, 5.8315)  0.05
C (2.1454, 4.3284, 5.1685)  -0.17
C (2.5519, 3.3903, 4.0776)  -0.06
C (3.3809, 6.4011, 4.0811)  -0.07
C (4.6107, 7.2757, 4.0787)  -0.23
O (4.7319, 8.1690, 5.1223)  -0.21
C (5.9727, 8.7812, 5.2705)  -0.08
H (0.3309, 6.5421, 6.0146)  0.07
H (1.3107, 7.9583, 5.4345)  0.08
H (0.9080, 7.6524, 7.1165)  0.09
H (2.6977, 5.9340, 7.3905)  0.13
H (3.2037, 7.4166, 6.4685)  0.11
H (4.2956, 4.1910, 6.6622)  0.11
H (5.0485, 5.7386, 6.1586)  0.10
H (4.9523, 4.4410, 4.9558)  0.10
H (1.1557, 4.7612, 5.0225)  0.12
H (2.0208, 3.8875, 6.1576)  0.13
H (1.8087, 2.6131, 4.2557)  0.10
H (3.5633, 2.9856, 4.0402)  0.09
H (2.3712, 3.8973, 3.1297)  0.08
H (2.4286, 6.8405, 3.7844)  0.14
H (3.5334, 5.7106, 3.2517)  0.12
H (4.6950, 7.9520, 3.2280)  0.15
H (5.4481, 6.5800, 4.0254)  0.12
H (5.9401, 9.5001, 6.0892)  0.10
H (6.2315, 9.2753, 4.3341)  0.10
H (6.7296, 8.0290, 5.4928)  0.09
C (-5.7367, -4.7814, -6.6809)  0.04
C (-4.6360, -5.4968, -5.9148)  -0.32
O (-4.4826, -6.6863, -5.9808)  0.17
N (-3.9191, -4.7718, -4.7606)  0.10
H (-3.0793, -4.3097, -5.0789)  0.18
H (-4.4638, -3.9766, -4.4587)  0.16
C (-3.7157, -5.5320, -3.4835)  0.03
H (-6.6079, -5.4256, -6.7999)  0.11
H (-5.4030, -4.5797, -7.6988)  0.11
H (-6.0599, -3.8372, -6.2425)  0.09
H (-2.8104, -6.1384, -3.5127)  0.11
H (-4.6177, -6.1068, -3.2734)  0.12
H (-3.6052, -4.8238, -2.6623)  0.11
C (3.2587, -2.9524, -1.3324)  0.04
C (2.2216, -1.8561, -1.3148)  -0.36
O (2.4971, -0.6973, -1.2959)  0.18
N (0.7609, -2.2953, -1.4259)  0.12
H (0.7073, -2.3791, -2.4310)  0.18
H (0.6349, -3.1932, -0.9808)  0.17
C (-0.2224, -1.2713, -0.9082)  0.02
H (4.2075, -2.5209, -1.0138)  0.10
H (3.3883, -3.4826, -2.2758)  0.11
H (3.1405, -3.7333, -0.5812)  0.10
H (0.0000, -0.9487, 0.1089)  0.11
H (-1.2320, -1.6817, -0.9277)  0.11
H (-0.2035, -0.3339, -1.4640)  0.11
N (0.1632, -6.0034, 1.1402)  -0.33
S (0.5126, -7.4500, 1.4359)  0.44
O (-0.5976, -8.3455, 1.7308)  -0.31
O (1.7641, -7.7336, 2.1800)  -0.32
F (0.8694, -7.8165, -0.0700)  -0.21
S (-0.1876, -5.4466, 2.6720)  0.56
O (-0.2793, -6.3981, 3.7766)  -0.29
O (-1.0516, -4.2789, 2.6664)  -0.32
F (1.2722, -4.8670, 2.9026)  -0.22
N (-0.0630, -2.6168, -6.0158)  -0.29
S (-0.2721, -1.5878, -7.0505)  0.33
O (-1.3434, -1.7670, -7.9601)  -0.28
O (0.8384, -0.7521, -7.5821)  -0.30
F (-0.9821, -0.6607, -6.0310)  -0.21
S (1.1277, -3.3709, -6.8987)  0.56
O (2.5213, -3.0318, -6.7729)  -0.28
O (0.7232, -3.8199, -8.2590)  -0.30
F (0.9252, -4.7420, -6.0614)  -0.24
N (-6.6028, -1.4958, -3.0605)  -0.25
S (-7.5573, -0.2152, -3.8341)  0.51
O (-7.7018, 1.0037, -3.0848)  -0.28
O (-8.5810, -0.5751, -4.7222)  -0.26
F (-6.3954, 0.1451, -4.9326)  -0.25
S (-7.9838, -1.9202, -2.4645)  0.44
O (-8.7714, -2.9487, -3.1490)  -0.32
O (-8.6319, -1.0153, -1.4509)  -0.31
F (-7.1994, -2.8221, -1.3456)  -0.28

=====

DFT (ωB97M-V with the def2-TZVPD basis set) results for a 3-piece molecular cluster, C14H36INO5P overall in a non-equilibrium geometry.

Its total charge is -1. For the energy, the calculation gives -1624.899114 Ha. For the max |F|, the calculation gives 0.0250 Eh/bohr. As for the orbital gap: 7.387 eV. The HOMO energy comes out at -4.570 eV.

Each line ends with the natural charge from an NBO analysis.
CARTESIAN COORDINATES (ANGSTROEM)
C (5.1590, -1.8306, -3.6066)  -0.64
C (4.6299, -0.4258, -3.3374)  -0.06
O (3.7662, 0.0447, -4.3556)  -0.55
C (2.4210, -0.4345, -4.2431)  -0.08
C (1.5963, 0.2928, -3.1964)  -0.75
P (-0.1568, -0.4564, -2.9799)  0.76
I (-0.1795, 0.3855, -0.2955)  -0.68
C (0.5314, -2.1497, -2.3751)  -0.81
C (0.3643, -3.2494, -3.3645)  0.15
N (0.2033, -4.4638, -3.0363)  -0.65
H (5.5843, -2.2606, -2.6969)  0.20
H (5.9347, -1.8162, -4.3749)  0.20
H (4.3586, -2.4936, -3.9406)  0.21
H (5.4627, 0.2818, -3.2963)  0.17
H (4.1314, -0.3867, -2.3604)  0.17
H (1.9847, -0.2862, -5.2336)  0.18
H (2.4349, -1.5163, -4.0562)  0.16
H (2.1047, 0.3176, -2.2307)  0.22
H (1.4417, 1.3273, -3.5152)  0.21
H (-0.7301, 0.8398, -3.2314)  -0.11
H (-1.4833, -0.9718, -2.7101)  -0.12
H (-0.2259, -0.8348, -4.3691)  -0.11
H (1.5974, -2.0628, -2.1295)  0.22
H (0.0109, -2.4242, -1.4564)  0.25
H (0.3810, -2.9487, -4.4223)  0.14
H (0.1146, -5.0428, -3.8714)  0.32
C (-6.2505, 0.2144, 1.9816)  -0.25
O (-5.2401, 1.1860, 2.1207)  -0.56
C (-4.0997, 0.9371, 1.2985)  -0.09
C (-4.0933, 1.7860, 0.0512)  -0.10
O (-5.1862, 1.4728, -0.8091)  -0.55
C (-6.2451, 2.3948, -0.7338)  -0.25
H (-7.1206, 0.5702, 2.5338)  0.18
H (-6.5264, 0.0612, 0.9344)  0.18
H (-5.9378, -0.7495, 2.4021)  0.16
H (-4.0582, -0.1214, 1.0233)  0.18
H (-3.2061, 1.1630, 1.8837)  0.20
H (-3.1621, 1.5982, -0.4862)  0.23
H (-4.1284, 2.8477, 0.3215)  0.16
H (-5.9598, 3.3672, -1.1555)  0.16
H (-6.5813, 2.5495, 0.2967)  0.17
H (-7.0692, 1.9904, -1.3217)  0.18
C (2.1658, -0.0565, 2.8016)  -0.25
O (1.3573, 0.9285, 3.4203)  -0.55
C (0.7029, 0.4859, 4.5861)  -0.08
C (1.3553, 1.0195, 5.8443)  -0.09
O (2.6655, 0.5140, 6.0440)  -0.55
C (3.6823, 1.3902, 5.6040)  -0.25
H (2.6895, 0.4291, 1.9813)  0.20
H (2.8896, -0.4723, 3.5112)  0.16
H (1.5545, -0.8592, 2.3803)  0.19
H (0.6726, -0.6091, 4.6218)  0.17
H (-0.3306, 0.8483, 4.5511)  0.18
H (0.7565, 0.7284, 6.7122)  0.18
H (1.3790, 2.1151, 5.7990)  0.17
H (3.7375, 2.2819, 6.2407)  0.16
H (3.5254, 1.7052, 4.5702)  0.19
H (4.6246, 0.8489, 5.6760)  0.18

=====

DFT (ωB97M-V with the def2-TZVPD basis set) results for C14H38B4O13P2 as an isolated structure in a non-equilibrium geometry.

For the energy, the calculation gives -2316.855576 Ha. For the max |F|, the calculation gives 0.1333 Eh/bohr. As for the orbital gap: 10.318 eV. The HOMO energy comes out at -10.137 eV.

Each line ends with the Löwdin charge.
CARTESIAN COORDINATES (ANGSTROEM)
C (-6.7722, -6.2783, 0.5543)  -0.06
C (-5.2998, -6.4215, 0.9545)  -0.25
O (-4.8490, -5.1528, 1.4075)  0.07
B (-3.4871, -4.9714, 1.3253)  -0.44
O (-2.8112, -4.8031, 2.5205)  0.18
B (-2.5880, -4.8739, -0.1157)  -0.38
O (-1.9720, -6.0361, -0.6190)  0.24
B (-2.3071, -6.2235, -1.9401)  -0.35
O (-2.7571, -5.1055, -2.6305)  0.23
B (-2.0570, -4.0349, -2.0949)  -0.31
O (-2.4329, -3.6634, -0.7785)  0.24
H (-7.3228, -5.7912, 1.3580)  0.08
H (-6.8029, -5.6108, -0.3092)  0.08
H (-7.1622, -7.2640, 0.3022)  0.08
H (-5.2004, -7.2022, 1.7152)  0.13
H (-4.7719, -6.7816, 0.0603)  0.12
H (-1.9437, -5.2126, 2.4404)  0.10
H (-2.1992, -7.2572, -2.5056)  0.12
H (-1.1884, -3.4824, -2.6775)  0.13
O (0.8248, -0.2605, -3.4863)  -0.21
P (0.1044, 1.0392, -3.4763)  0.57
O (1.0836, 2.0434, -2.6429)  -0.22
C (2.3046, 2.4690, -3.2602)  -0.28
C (2.0675, 3.5001, -4.3483)  -0.08
O (-1.0317, 0.6866, -2.3454)  -0.24
C (-1.3566, -0.6580, -1.9906)  -0.27
C (-0.6323, -1.0615, -0.7258)  -0.05
O (-0.8377, 2.1772, -4.1315)  -0.21
C (-1.8944, 2.8691, -3.4453)  -0.25
C (-1.4554, 3.6857, -2.2521)  -0.07
H (2.8394, 1.6023, -3.6593)  0.11
H (2.9189, 2.9014, -2.4702)  0.11
H (1.5306, 3.0662, -5.1951)  0.07
H (3.0155, 3.8957, -4.7143)  0.08
H (1.4632, 4.3259, -3.9733)  0.07
H (-1.1346, -1.3416, -2.8061)  0.08
H (-2.4359, -0.6996, -1.8244)  0.13
H (0.4375, -0.8573, -0.7796)  0.06
H (-0.7709, -2.1166, -0.5131)  0.06
H (-1.0155, -0.4854, 0.1195)  0.09
H (-2.6892, 2.1746, -3.1815)  0.11
H (-2.3188, 3.5429, -4.1920)  0.12
H (-1.1180, 3.0561, -1.4311)  0.07
H (-2.2947, 4.2829, -1.8923)  0.08
H (-0.6360, 4.3550, -2.5136)  0.07
O (3.7922, 3.8804, 1.2302)  -0.22
P (3.6889, 2.7504, 2.1860)  0.55
O (2.2981, 2.0001, 1.7937)  -0.20
C (2.2269, 1.2870, 0.5523)  -0.27
C (2.9936, -0.0220, 0.6004)  -0.07
O (3.2462, 3.5532, 3.5422)  -0.24
C (3.4291, 4.9619, 3.6804)  -0.28
C (2.1415, 5.7008, 3.3812)  -0.07
O (4.3488, 1.5403, 3.0280)  -0.21
C (3.9979, 1.1906, 4.3756)  -0.26
C (2.5610, 0.7668, 4.5733)  -0.07
H (2.5939, 1.9194, -0.2593)  0.10
H (1.1732, 1.0893, 0.3622)  0.11
H (4.0681, 0.1511, 0.6977)  0.07
H (2.8237, -0.5984, -0.3103)  0.07
H (2.6858, -0.6199, 1.4588)  0.07
H (4.2446, 5.3152, 3.0518)  0.10
H (3.7242, 5.1436, 4.7164)  0.12
H (1.7205, 5.3961, 2.4232)  0.08
H (2.3048, 6.7795, 3.3657)  0.08
H (1.3900, 5.4769, 4.1405)  0.07
H (4.2729, 1.9939, 5.0564)  0.11
H (4.6470, 0.3490, 4.6249)  0.12
H (1.8712, 1.5975, 4.4391)  0.07
H (2.4313, 0.3844, 5.5872)  0.08
H (2.2808, -0.0136, 3.8661)  0.07

=====

DFT (ωB97M-V with the def2-TZVPD basis set) results for C14H38N3OOsP as an isolated structure in a non-equilibrium geometry.

Its total charge is +4. For the energy, the calculation gives -1226.001197 Ha. For the max |F|, the calculation gives 0.0735 Eh/bohr. As for the orbital gap (spin up / spin down): 4.985 / 5.028 eV. The HOMO energy (spin up / spin down) comes out at -22.724 / -22.726 eV.

Each line ends with the natural charge from an NBO analysis.
CARTESIAN COORDINATES (ANGSTROEM)
Os (-0.4426, -0.4045, -1.2017)  1.23
N (-0.5859, -0.3501, -3.4167)  -0.74
C (0.3560, -1.3724, -3.9398)  -0.26
C (1.6830, -1.1935, -3.2269)  -0.27
N (1.5193, -1.1484, -1.7285)  -0.57
C (1.8098, -2.4425, -1.0568)  -0.25
C (0.6965, -3.4284, -1.3060)  -0.28
N (-0.5768, -2.8067, -0.8646)  -0.70
H (-1.5171, -0.5294, -3.7999)  0.45
H (-0.3053, 0.5661, -3.7800)  0.45
H (0.5168, -1.2595, -5.0161)  0.30
H (-0.0805, -2.3594, -3.7941)  0.23
H (2.1317, -0.2496, -3.5451)  0.26
H (2.3695, -1.9944, -3.5075)  0.28
H (2.2700, -0.5358, -1.4112)  0.44
H (1.8975, -2.2494, 0.0153)  0.23
H (2.7626, -2.8488, -1.4039)  0.28
H (0.9116, -4.3468, -0.7531)  0.30
H (0.6358, -3.7035, -2.3572)  0.24
H (-0.7296, -3.0315, 0.1183)  0.44
H (-1.3597, -3.2194, -1.3743)  0.44
C (-2.1692, 2.1273, 1.8348)  -0.66
C (-0.6950, 2.3540, 1.6804)  -0.32
C (-0.3444, 3.5579, 0.8656)  -0.67
P (0.1862, 0.7065, 0.9913)  1.15
C (2.0142, 1.1575, 1.0502)  -0.52
C (2.4623, 1.8189, -0.2597)  -0.63
C (2.4921, 1.9451, 2.2554)  -0.63
C (-0.1378, -0.5618, 2.3496)  -0.48
C (-0.0748, -0.0503, 3.7783)  -0.63
C (-1.4384, -1.3313, 2.0871)  -0.62
H (-2.5201, 2.8013, 2.6397)  0.31
H (-2.4509, 1.1245, 2.1586)  0.23
H (-2.7312, 2.4066, 0.9458)  0.23
H (-0.1772, 2.3666, 2.6559)  0.30
H (-1.0013, 3.6992, 0.0072)  0.23
H (0.6998, 3.6136, 0.5536)  0.24
H (-0.4839, 4.4499, 1.5066)  0.31
H (2.4642, 0.1501, 1.1132)  0.24
H (2.4910, 2.9055, -0.1780)  0.27
H (1.8264, 1.5599, -1.1146)  0.16
H (3.4939, 1.5314, -0.4807)  0.28
H (2.0758, 2.9547, 2.3065)  0.24
H (3.5747, 2.0929, 2.1697)  0.29
H (2.3388, 1.4335, 3.2011)  0.24
H (0.7180, -1.2386, 2.1906)  0.24
H (-0.9026, 0.6185, 4.0246)  0.24
H (0.8705, 0.4135, 4.0438)  0.25
H (-0.1885, -0.9038, 4.4544)  0.30
H (-2.2832, -0.9139, 2.6346)  0.27
H (-1.3416, -2.3556, 2.4547)  0.27
H (-1.7014, -1.3610, 1.0236)  0.15
C (-3.7378, -0.3323, -1.2647)  -0.27
O (-2.4875, 0.4045, -1.0276)  -0.75
H (-3.9391, -0.4369, -2.3307)  0.22
H (-4.5669, 0.2093, -0.8105)  0.26
H (-3.6597, -1.3108, -0.7983)  0.21
H (-2.6377, 1.3019, -1.3624)  0.54